{"formula": "C14H25N5O6SSr", "method": "ωB97M-V/def2-TZVPD", "e_lumo_ev": [-1.21, -1.97], "max_force_ev_per_a": 5.10, "e_tot_ha": -1702.3023, "elements": ["O", "H", "Sr", "N", "N", "N", "N", "O", "O", "O", "O", "C", "C", "C", "C", "C", "H", "H", "H", "C", "H", "H", "H", "C", "C", "H", "H", "H", "H", "H", "H", "H", "H", "C", "H", "H", "H", "O", "H", "H", "S", "C", "N", "C", "C", "C", "C", "H", "H", "H", "H", "H"], "coordinates": [[-0.328, 4.737, 0.035], [0.101, 5.592, -0.305], [-0.132, 2.087, -0.264], [-0.044, -0.712, -1.302], [-1.543, 1.272, -2.378], [0.947, 0.165, 1.894], [0.678, 2.671, 2.369], [0.791, -1.625, -0.952], [1.247, -1.186, 1.677], [1.025, 3.898, 2.173], [-2.545, 1.994, -2.578], [-1.609, 0.016, -2.907], [-0.717, -0.990, -2.443], [1.514, 0.602, 3.036], [1.398, 2.021, 3.299], [-0.582, -2.275, -3.180], [-1.267, -3.030, -2.778], [0.436, -2.646, -3.079], [-0.802, -2.181, -4.248], [-2.569, -0.191, -4.031], [-3.045, 0.784, -4.232], [-3.390, -0.903, -3.824], [-2.033, -0.512, -4.938], [2.349, -0.210, 3.979], [2.086, 2.830, 4.358], [2.379, -1.262, 3.691], [1.965, -0.170, 5.011], [3.396, 0.138, 4.035], [1.376, 3.559, 4.809], [2.926, 3.383, 3.878], [2.489, 2.184, 5.145], [1.090, -1.322, 0.697], [0.412, 4.370, 0.664], [1.900, 2.102, -1.147], [1.561, 1.878, -2.172], [2.485, 1.553, -0.421], [1.986, 3.214, -1.062], [3.074, -1.088, -2.686], [3.941, -1.058, -2.258], [2.561, -1.366, -1.893], [-2.523, 0.536, 1.072], [-2.436, -1.058, 0.615], [-1.447, -1.739, 1.263], [-1.149, -3.040, 1.052], [-1.822, -3.764, 0.095], [-2.820, -3.107, -0.638], [-3.169, -1.775, -0.359], [-0.913, -1.203, 1.973], [-0.357, -3.458, 1.670], [-1.575, -4.824, -0.096], [-3.318, -3.630, -1.452], [-3.980, -1.262, -0.866]], "atomic_forces_ev_per_a": [[2.40, 0.77, -0.63], [-1.16, -1.89, 0.65], [-4.24, -0.98, 2.66], [0.14, -0.06, -0.81], [0.10, -0.68, 0.77], [1.98, 0.68, 2.02], [1.90, -1.38, -0.08], [0.02, 0.10, 0.39], [-0.07, -0.61, -0.39], [-0.48, 1.14, -0.25], [0.08, 0.72, -0.10], [0.36, -0.21, -0.17], [-0.42, 1.25, -0.12], [-1.24, -0.27, -1.74], [-2.04, 1.09, -1.10], [0.17, -0.34, -0.18], [0.16, 0.03, 0.02], [-0.03, -0.08, 0.09], [-0.01, 0.18, 0.28], [-0.55, 0.20, -0.42], [0.20, -0.56, 0.00], [0.52, 0.14, 0.01], [-0.21, -0.06, 0.30], [0.22, -0.80, 0.23], [0.56, -0.02, -0.27], [-0.04, 0.18, -0.06], [-0.04, 0.18, -0.39], [-0.47, 0.10, -0.20], [0.54, -0.42, -0.44], [-0.47, -0.09, 0.54], [-0.05, 0.18, -0.11], [0.16, 0.14, 0.48], [-1.18, 1.16, 0.62], [3.42, 2.29, -2.26], [0.42, -0.89, 0.70], [-0.16, -0.56, -0.35], [0.02, -0.84, 0.29], [0.12, -0.21, 1.40], [0.21, 0.13, -0.60], [-0.44, 0.11, -0.82], [-0.87, 1.52, -0.09], [0.79, -0.40, 0.11], [0.03, -1.08, 0.41], [-0.09, -0.20, -0.06], [0.41, -0.39, 0.16], [-0.57, 1.36, 0.16], [0.37, -1.25, -0.11], [-0.35, -0.40, -0.77], [-0.17, 0.19, -0.20], [-0.11, 0.87, 0.19], [-0.08, 0.06, 0.24], [0.24, -0.10, -0.03]]}

***

{"formula": "C14H26BClF5NO", "method": "ωB97M-V/def2-TZVPD", "e_lumo_ev": -4.06, "max_force_ev_per_a": 5.05, "e_tot_ha": -1663.2596, "elements": ["F", "C", "F", "F", "C", "F", "F", "C", "C", "C", "B", "Cl", "H", "H", "H", "H", "H", "H", "H", "H", "C", "C", "C", "C", "C", "C", "N", "O", "C", "C", "C", "H", "H", "H", "H", "H", "H", "H", "H", "H", "H", "H", "H", "H", "H", "H", "H", "H", "H"], "coordinates": [[-4.379, 3.658, 5.761], [-3.866, 2.627, 5.061], [-3.422, 3.130, 3.942], [-2.893, 2.143, 5.818], [-4.996, 1.581, 4.877], [-5.961, 2.170, 4.139], [-5.538, 1.419, 6.120], [-4.575, 0.211, 4.346], [-3.293, 0.188, 3.479], [-3.591, 0.656, 2.020], [-2.270, 1.211, 1.255], [-0.842, -0.052, 1.371], [-5.393, -0.121, 3.693], [-4.499, -0.472, 5.198], [-2.997, -0.865, 3.384], [-2.434, 0.703, 3.919], [-3.955, -0.234, 1.475], [-4.401, 1.398, 1.979], [-2.480, 1.365, 0.063], [-1.840, 2.238, 1.728], [2.705, 1.346, -2.758], [2.473, 0.300, -1.649], [3.805, -0.330, -1.212], [4.360, -1.351, -2.203], [3.314, -2.419, -2.521], [1.986, -1.833, -3.019], [1.492, -0.741, -2.110], [0.995, -1.242, -1.149], [2.167, -1.313, -4.464], [0.958, -2.963, -3.164], [1.930, 1.136, -0.480], [3.142, 0.947, -3.669], [1.770, 1.842, -3.025], [3.395, 2.112, -2.410], [3.673, -0.827, -0.245], [4.540, 0.459, -1.049], [4.697, -0.852, -3.115], [5.245, -1.826, -1.774], [3.709, -3.107, -3.269], [3.139, -3.016, -1.619], [1.339, -0.666, -4.759], [2.193, -2.143, -5.167], [3.100, -0.775, -4.621], [0.807, -3.512, -2.235], [1.300, -3.686, -3.901], [-0.007, -2.576, -3.496], [0.957, 1.567, -0.717], [2.615, 1.956, -0.267], [1.829, 0.560, 0.439]], "atomic_forces_ev_per_a": [[-0.24, 0.36, 0.13], [-1.38, 0.47, 1.02], [0.59, -0.15, -0.80], [0.74, -0.45, -0.07], [0.43, -0.64, 0.21], [-0.05, 0.11, -0.43], [-0.05, -0.01, 0.24], [0.39, 0.22, -0.41], [-0.74, -0.33, -0.78], [0.69, -0.43, 0.12], [-0.79, 0.50, -0.09], [0.49, -0.56, -0.17], [0.04, -0.06, 0.31], [-0.04, 0.24, -0.04], [0.08, 0.22, 0.25], [-0.27, 0.07, 0.03], [-0.12, 0.25, 0.14], [0.23, -0.01, 0.08], [0.08, 0.00, -0.15], [0.13, 0.09, 0.09], [0.10, -0.25, -0.58], [0.63, 4.08, -0.72], [0.11, -1.32, -0.20], [-0.07, 0.11, -0.05], [0.51, 0.54, 1.00], [-0.49, -0.92, -3.97], [3.51, -2.39, 2.74], [-2.52, 0.04, 0.94], [0.20, 0.46, -0.05], [-0.42, 0.07, 0.87], [-0.51, -0.66, 0.32], [-0.02, -0.06, 0.00], [-0.01, -0.04, 0.05], [-0.08, -0.07, 0.20], [-0.22, 0.05, -0.01], [-0.30, 0.24, -0.08], [-0.05, -0.02, 0.00], [-0.03, 0.00, -0.01], [-0.33, 0.08, -0.20], [-0.18, 0.07, 0.00], [0.02, 0.00, 0.02], [-0.09, -0.11, 0.18], [-0.05, 0.09, 0.08], [-0.07, 0.13, 0.05], [0.18, 0.19, -0.04], [0.02, 0.00, 0.02], [-0.03, -0.08, 0.08], [0.13, -0.09, -0.26], [-0.19, -0.03, -0.08]]}

***

{"formula": "C14H26BN2PPt", "method": "ωB97M-V/def2-TZVPD", "e_lumo_ev": [0.27, -1.74], "multiplicity": 3, "max_force_ev_per_a": 14.64, "e_tot_ha": -1143.8034, "elements": ["C", "C", "C", "C", "C", "C", "C", "C", "N", "Pt", "C", "P", "H", "H", "H", "H", "H", "H", "H", "H", "C", "C", "H", "C", "C", "H", "H", "H", "H", "H", "H", "H", "H", "H", "H", "H", "H", "H", "H", "B", "C", "N", "H", "H", "H"], "coordinates": [[2.960, -3.842, -0.685], [3.523, -2.619, -0.303], [2.736, -1.471, -0.080], [1.323, -1.557, -0.229], [0.771, -2.790, -0.691], [1.581, -3.919, -0.904], [3.449, -0.167, 0.228], [2.811, 1.032, -0.494], [3.468, 1.362, -1.757], [0.000, 0.000, 0.000], [-0.698, -2.822, -1.074], [-1.008, -1.135, -1.792], [4.610, -2.538, -0.182], [1.127, -4.852, -1.256], [3.597, -4.719, -0.843], [-1.361, -2.912, -0.191], [-0.934, -3.646, -1.772], [3.422, 0.047, 1.306], [4.510, -0.272, -0.061], [1.712, 0.859, -0.621], [-2.814, -1.058, -2.164], [-0.212, -1.215, -3.454], [2.921, 1.913, 0.169], [3.150, 0.440, -2.838], [3.235, 2.746, -2.138], [-1.390, 1.080, 0.410], [3.725, 0.715, -3.739], [3.432, -0.589, -2.558], [2.064, 0.438, -3.109], [3.818, 2.986, -3.046], [2.161, 2.974, -2.353], [3.569, 3.413, -1.324], [-0.652, -2.013, -4.079], [-0.323, -0.243, -3.962], [0.861, -1.414, -3.300], [-3.124, -1.889, -2.823], [-3.377, -1.114, -1.218], [-3.050, -0.099, -2.657], [-0.892, 1.567, -0.054], [-3.078, 1.658, 3.377], [-2.065, 1.113, 2.266], [-1.266, 0.682, 1.390], [-2.466, 2.076, 4.310], [-3.775, 0.757, 3.721], [-3.742, 2.516, 2.852]], "atomic_forces_ev_per_a": [[-0.15, 0.32, 0.05], [-0.21, 0.04, 0.14], [-0.13, -0.77, -0.21], [0.65, -0.59, -0.48], [0.59, -0.13, -0.05], [-0.13, 0.27, 0.11], [-0.41, -0.13, -0.16], [1.09, 0.77, 0.25], [-0.20, 0.04, 0.02], [1.40, -1.60, -1.11], [-0.18, 0.21, -0.13], [-0.70, -0.98, -0.26], [-0.41, -0.05, -0.06], [0.19, 0.36, 0.14], [-0.26, 0.37, 0.04], [0.28, 0.03, -0.32], [0.12, 0.35, 0.25], [-0.04, -0.21, -0.19], [-0.42, 0.23, 0.10], [0.73, 0.38, -0.20], [0.04, -0.02, 0.02], [0.09, 0.14, 0.17], [-0.14, -0.34, -0.42], [-0.03, -0.13, -0.13], [-0.12, 0.26, -0.13], [-2.20, 1.37, -2.61], [-0.22, -0.09, 0.37], [-0.13, 0.35, -0.07], [0.47, 0.10, 0.18], [-0.23, -0.11, 0.38], [0.43, -0.15, 0.10], [-0.13, -0.26, -0.37], [0.11, 0.31, 0.33], [0.05, -0.39, 0.18], [-0.43, 0.04, -0.10], [0.13, 0.32, 0.26], [0.21, 0.03, -0.37], [0.10, -0.38, 0.21], [2.21, 2.87, -4.09], [0.23, -0.18, -0.66], [4.05, -2.28, -3.93], [-6.75, -0.20, 12.99], [0.46, 0.17, 0.07], [-0.11, -0.47, -0.09], [0.11, 0.13, -0.22]]}

***

{"formula": "C14H26Br12Cl6", "method": "ωB97M-V/def2-TZVPD", "e_lumo_ev": 0.01, "de_lowest_ev": 39.464, "max_force_ev_per_a": 11.81, "e_tot_ha": -34196.9400, "elements": ["Br", "C", "C", "Br", "H", "H", "H", "H", "Br", "C", "C", "Br", "H", "H", "H", "H", "Br", "C", "C", "Br", "H", "H", "H", "H", "Br", "C", "C", "Br", "H", "H", "H", "H", "Br", "C", "C", "Br", "H", "H", "H", "H", "Br", "C", "C", "Br", "H", "H", "H", "H", "C", "Cl", "Cl", "Cl", "H", "C", "Cl", "Cl", "Cl", "H"], "coordinates": [[-0.706, 3.279, 2.617], [0.897, 3.616, 1.506], [2.097, 2.678, 1.978], [3.708, 3.006, 0.827], [1.131, 4.680, 1.512], [0.680, 3.379, 0.465], [1.813, 1.630, 1.878], [2.395, 2.750, 3.024], [-2.979, 2.797, 1.320], [-2.529, 1.071, 2.197], [-3.566, 0.672, 3.214], [-2.910, -1.050, 4.028], [-1.647, 1.240, 2.815], [-2.386, 0.301, 1.440], [-4.514, 0.510, 2.702], [-3.699, 1.372, 4.038], [0.543, -2.433, -3.812], [-1.233, -2.566, -3.024], [-1.065, -2.339, -1.525], [-2.691, -2.703, -0.486], [-1.578, -3.553, -3.331], [-1.925, -1.893, -3.530], [-0.657, -1.417, -1.112], [-0.331, -3.067, -1.180], [-0.196, -3.972, 0.416], [-0.952, -2.543, 1.586], [0.165, -1.690, 2.154], [-0.501, -0.074, 3.138], [-1.451, -3.025, 2.427], [-1.713, -1.915, 1.122], [0.897, -1.404, 1.398], [0.676, -2.252, 2.935], [2.230, -1.327, -4.614], [1.846, -0.557, -2.857], [2.157, 0.945, -2.836], [1.170, 1.697, -1.388], [2.369, -1.165, -2.119], [0.773, -0.561, -2.666], [1.856, 1.548, -3.693], [3.201, 1.092, -2.560], [3.993, -0.566, -1.333], [3.510, -0.789, 0.626], [2.426, 0.268, 1.073], [2.053, 0.116, 2.990], [4.435, -0.707, 1.195], [3.333, -1.855, 0.775], [1.487, 0.149, 0.534], [2.746, 1.283, 0.836], [-0.638, 0.560, -0.287], [-2.204, -0.144, 0.104], [0.540, -0.830, -0.347], [-0.031, 1.806, 0.821], [-0.657, 0.919, -1.316], [-2.582, 0.703, -3.106], [-2.162, -0.168, -4.665], [-1.189, 1.715, -2.613], [-2.994, -0.538, -1.924], [-3.442, 1.321, -3.367]], "atomic_forces_ev_per_a": [[3.67, 4.60, 3.81], [3.28, 2.42, 1.73], [-0.87, 3.28, 0.06], [-0.19, 1.31, 0.81], [0.04, -0.02, 0.69], [0.55, 1.91, 0.55], [-0.02, 2.98, -0.07], [0.04, 0.85, -0.25], [-3.66, -1.26, -1.25], [-2.05, 3.16, 4.12], [-0.29, -0.14, -0.38], [-3.64, -0.41, 0.84], [-1.84, 1.95, -1.44], [-0.24, 1.94, 4.10], [-0.09, -0.45, 0.45], [0.03, -0.17, -0.04], [-9.39, -6.89, 1.92], [-1.32, -1.15, 0.76], [-1.55, -1.88, -3.17], [-3.00, -3.65, -2.45], [-0.15, -0.32, 0.77], [0.79, -0.48, 0.39], [-3.05, -1.58, -2.49], [-0.86, 1.11, -1.48], [1.42, -1.95, 4.72], [0.77, 0.71, 1.79], [0.48, -1.67, 1.68], [1.37, -3.99, 0.02], [0.03, -0.44, -0.35], [1.21, -0.74, 0.45], [-0.60, -0.37, 1.75], [0.02, 0.07, -0.01], [8.55, 5.66, -2.83], [-1.18, 2.97, -1.32], [1.13, 0.07, -0.53], [5.67, 3.05, -2.29], [-1.36, 0.07, -1.31], [0.36, -0.25, -0.98], [0.10, -0.64, -0.29], [-0.41, 0.73, -0.71], [3.73, -0.45, 4.12], [-0.08, 0.49, 0.41], [3.09, -1.90, -0.37], [6.26, -1.40, 0.75], [0.05, 0.80, -0.25], [-0.95, 0.04, -0.39], [2.01, 0.59, 1.88], [0.72, -2.15, -0.13], [-0.56, -2.14, 2.87], [4.23, 0.25, -0.37], [0.63, 0.46, -0.93], [-5.17, -7.42, -3.94], [-0.75, -1.31, 1.90], [-0.77, -0.70, -1.39], [-0.15, 1.68, -0.11], [-2.80, 1.31, -4.11], [-3.52, 1.42, -8.02], [0.27, 0.02, 0.31]]}